Entry 1:
Density functional theory data (ωB97M-V with the def2-TZVPD basis set) for a 6-piece molecular cluster, C48H59ClN8O4S overall.

The LUMO energy comes out at -0.078 eV. As for the HOMO-LUMO gap: 7.9071 eV. Its structure (SMILES) is CC(C)C[C@H](C)CO[C@](C#N)(CC(=O)c1ccccc1)[C@](C#N)(CCCCS(=O)(=O)Cl)c1ccccn1.c1cc[nH]c1.c1cc[nH]c1.c1cc[nH]c1.c1cc[nH]c1.c1cc[nH]c1.

Element x y z (Å)
C -2.651 -2.308 4.848
C -1.616 -2.717 3.808
C -0.971 -4.039 4.237
C -0.520 -1.672 3.628
C -0.961 -0.255 3.246
C -2.046 -0.231 2.178
C 0.269 0.505 2.774
O -0.085 1.678 2.048
C 0.976 2.540 1.697
C 2.108 1.767 1.144
N 2.993 1.148 0.760
C 1.446 3.407 2.906
C 2.950 3.620 3.051
O 3.473 4.598 2.587
C 3.770 2.608 3.781
C 3.271 1.778 4.780
C 4.101 0.883 5.431
C 5.439 0.805 5.083
C 5.945 1.637 4.097
C 5.120 2.537 3.454
C 0.370 3.405 0.527
C 1.300 4.510 0.235
N 2.022 5.373 0.016
C -0.980 4.046 0.957
C -2.270 3.336 0.538
C -2.747 3.770 -0.867
C -3.210 2.658 -1.798
S -4.493 1.609 -1.129
O -5.090 2.171 0.039
O -5.316 1.181 -2.220
Cl -3.473 -0.070 -0.541
C 0.253 2.553 -0.734
C -0.251 1.262 -0.666
C -0.256 0.469 -1.795
C 0.223 1.005 -2.979
C 0.650 2.330 -2.976
N 0.675 3.095 -1.884
H -3.184 -1.392 4.606
H -3.389 -3.101 4.960
H -2.159 -2.188 5.813
H -2.089 -2.904 2.842
H -0.558 -3.931 5.240
H -0.145 -4.290 3.571
H -1.693 -4.850 4.223
H 0.034 -1.623 4.571
H 0.191 -2.045 2.887
H -1.338 0.237 4.145
H -2.914 -0.814 2.473
H -2.392 0.779 1.980
H -1.676 -0.674 1.250
H 0.875 0.775 3.635
H 0.879 -0.149 2.145
H 0.971 4.381 2.857
H 1.085 2.927 3.809
H 2.243 1.842 5.095
H 3.696 0.257 6.210
H 6.077 0.097 5.590
H 6.989 1.575 3.833
H 5.514 3.187 2.690
H -0.979 4.206 2.031
H -1.006 5.040 0.514
H -3.032 3.636 1.252
H -2.196 2.257 0.625
H -3.571 4.470 -0.762
H -1.935 4.287 -1.376
H -3.690 3.026 -2.703
H -2.401 2.003 -2.111
H -0.618 0.875 0.270
H -0.612 -0.549 -1.742
H 0.252 0.433 -3.894
H 1.011 2.777 -3.893
N 1.231 -2.396 -2.925
C 0.562 -3.590 -2.924
C 1.333 -4.498 -2.250
C 2.517 -3.823 -1.838
C 2.425 -2.527 -2.270
H 0.896 -1.549 -3.340
H -0.404 -3.692 -3.389
H 1.074 -5.529 -2.067
H 3.340 -4.240 -1.284
H 3.094 -1.691 -2.158
N 1.080 -4.764 1.127
C 0.196 -5.044 2.134
C 0.874 -5.728 3.108
C 2.220 -5.865 2.673
C 2.314 -5.257 1.449
H 0.863 -4.276 0.275
H -0.835 -4.739 2.073
H 0.452 -6.090 4.032
H 3.025 -6.351 3.198
H 3.151 -5.135 0.786
N -3.236 -4.997 -1.366
C -3.907 -6.188 -1.343
C -3.131 -7.092 -0.670
C -1.941 -6.423 -0.268
C -2.038 -5.131 -0.716
H -3.572 -4.154 -1.794
H -4.875 -6.289 -1.802
H -3.386 -8.121 -0.483
H -1.119 -6.841 0.287
H -1.364 -4.296 -0.630
N -1.915 0.539 -6.712
C -2.647 1.624 -7.109
C -3.687 1.775 -6.231
C -3.581 0.738 -5.264
C -2.475 -0.005 -5.586
H -1.097 0.194 -7.178
H -2.370 2.191 -7.980
H -4.444 2.540 -6.278
H -4.234 0.554 -4.426
H -2.046 -0.873 -5.115
N 1.789 5.343 -4.736
C 2.724 5.270 -3.738
C 3.939 5.582 -4.282
C 3.731 5.850 -5.665
C 2.394 5.697 -5.914
H 0.808 5.174 -4.617
H 2.439 5.015 -2.730
H 4.874 5.616 -3.749
H 4.477 6.129 -6.390
H 1.824 5.813 -6.820

Here are the Löwdin charges for atoms 1 to 5, given in e: -0.0708 -0.4258 -0.1265 -0.1446 -0.3137

---

Entry 2:
Density functional theory data (ωB97M-V with the def2-TZVPD basis set) for C48H60F8O7Zr as an isolated structure.

The LUMO energy comes out at -10.641 eV. As for the HOMO-LUMO gap: 1.2026 eV. The net charge is +2.

Element x y z (Å)
Zr -6.863 -14.936 -37.882
C -9.595 -12.621 -33.461
O -9.204 -13.682 -32.587
O -8.930 -12.948 -34.651
C -11.110 -12.241 -33.428
F -11.593 -12.134 -34.673
F -11.907 -13.070 -32.799
F -11.324 -11.026 -32.794
C -9.319 -13.589 -31.150
C -8.648 -14.841 -30.588
H -7.586 -14.829 -30.833
H -8.677 -14.970 -29.506
H -9.115 -15.737 -30.998
H -10.331 -13.557 -30.746
H -8.859 -12.685 -30.751
H -9.079 -11.729 -33.106
C -5.326 -19.798 -33.632
C -5.467 -19.559 -35.106
O -6.001 -18.327 -35.515
H -6.236 -19.970 -33.057
H -4.783 -18.963 -33.189
H -4.797 -20.719 -33.388
H -5.949 -20.418 -35.572
H -4.483 -19.744 -35.537
F -16.179 -5.505 -39.120
C -15.600 -5.653 -37.870
C -15.771 -6.952 -37.379
C -15.287 -7.330 -36.113
C -14.668 -6.348 -35.355
C -14.494 -5.077 -35.869
C -15.018 -4.682 -37.106
H -16.441 -7.544 -37.984
H -15.498 -8.347 -35.816
H -14.417 -6.582 -34.331
H -14.062 -4.397 -35.150
H -15.031 -3.679 -37.506
F -5.243 -6.284 -35.132
C -6.201 -5.655 -35.818
C -7.408 -6.346 -36.160
C -8.295 -5.650 -36.959
C -8.209 -4.320 -37.160
C -7.074 -3.580 -36.715
C -6.032 -4.288 -36.086
H -7.490 -7.391 -35.898
H -9.098 -6.190 -37.439
H -9.021 -3.808 -37.655
H -6.805 -2.555 -36.920
H -5.196 -3.690 -35.756
F -6.805 -9.593 -27.836
C -7.638 -8.698 -28.353
C -7.292 -8.031 -29.522
C -8.101 -6.971 -29.980
C -9.263 -6.651 -29.315
C -9.674 -7.362 -28.186
C -8.784 -8.339 -27.650
H -6.345 -8.298 -29.969
H -7.752 -6.545 -30.909
H -9.866 -5.966 -29.893
H -10.564 -7.061 -27.652
H -8.974 -8.827 -26.705
F -14.192 -17.728 -30.538
C -15.292 -17.848 -31.377
C -16.264 -16.863 -31.511
C -17.304 -17.059 -32.460
C -17.535 -18.318 -33.021
C -16.583 -19.356 -32.819
C -15.460 -19.076 -32.012
H -16.164 -15.937 -30.965
H -18.036 -16.266 -32.490
H -18.395 -18.440 -33.663
H -16.520 -20.322 -33.296
H -14.651 -19.792 -31.999
F -0.684 -17.489 -28.370
C -1.011 -16.223 -28.260
C -0.060 -15.221 -28.514
C -0.370 -13.841 -28.254
C -1.645 -13.459 -27.864
C -2.592 -14.460 -27.597
C -2.285 -15.804 -27.849
H 0.944 -15.510 -28.789
H 0.429 -13.117 -28.310
H -1.830 -12.421 -27.630
H -3.584 -14.181 -27.273
H -3.124 -16.462 -27.676
C -2.466 -14.203 -33.228
C -3.292 -13.206 -33.867
O -4.005 -13.569 -34.814
C -3.299 -11.778 -33.319
H -1.862 -13.685 -32.483
H -1.795 -14.578 -34.000
H -3.105 -14.951 -32.758
H -4.105 -11.219 -33.794
H -2.372 -11.221 -33.458
H -3.516 -11.788 -32.251
C -10.320 -11.026 -42.451
C -10.931 -11.959 -41.375
O -10.210 -12.585 -40.581
C -12.401 -11.765 -41.257
H -11.140 -10.333 -42.637
H -10.169 -11.605 -43.362
H -9.458 -10.433 -42.143
H -12.506 -10.687 -41.130
H -12.879 -12.406 -40.517
H -12.945 -12.035 -42.163
C -15.672 -9.372 -29.574
C -17.135 -9.323 -30.027
O -17.793 -8.351 -30.143
C -17.835 -10.617 -30.236
H -15.207 -8.500 -30.033
H -15.185 -10.316 -29.815
H -15.539 -9.329 -28.493
H -18.910 -10.572 -30.064
H -17.382 -11.197 -29.432
H -17.631 -11.010 -31.232
C -11.776 -18.866 -36.706
C -11.896 -17.408 -37.024
O -10.855 -16.720 -37.159
C -13.252 -16.795 -36.934
H -10.857 -19.269 -37.131
H -12.581 -19.495 -37.085
H -11.825 -18.986 -35.623
H -13.863 -16.683 -37.830
H -13.080 -15.726 -36.810
H -13.880 -17.114 -36.102

Here are the Löwdin charges for atoms 1 to 5, given in e: 1.6274 -0.3023 -0.0528 0.0193 -0.5243

---

Entry 3:
Density functional theory data (ωB97M-V with the def2-TZVPD basis set) for a 12-piece molecular cluster, C48H60N12 overall.

The LUMO energy comes out at 0.715 eV. As for the energy relative to the best compared isomer or geometry (same formula, charge and spin): 12.6130 eV. As for the HOMO-LUMO gap: 8.6096 eV. Its structure (SMILES) is c1cc[nH]c1.c1cc[nH]c1.c1cc[nH]c1.c1cc[nH]c1.c1cc[nH]c1.c1cc[nH]c1.c1cc[nH]c1.c1cc[nH]c1.c1cc[nH]c1.c1cc[nH]c1.c1cc[nH]c1.c1cc[nH]c1.

Element x y z (Å)
N 2.522 -3.951 -3.279
C 1.884 -4.405 -4.478
C 0.686 -3.722 -4.587
C 0.584 -2.814 -3.316
C 1.788 -3.011 -2.642
H 3.520 -4.326 -3.204
H 2.550 -5.222 -5.070
H -0.008 -3.976 -5.361
H -0.207 -2.213 -3.113
H 2.195 -2.603 -1.792
N 0.465 1.168 -0.690
C -0.075 -0.127 -1.080
C 0.386 -0.993 -0.202
C 1.087 -0.286 0.859
C 1.089 1.011 0.581
H 0.233 1.987 -1.088
H -0.639 0.020 -2.070
H 0.040 -1.979 -0.390
H 1.690 -0.761 1.865
H 1.471 1.901 1.131
N -2.045 -1.217 3.422
C -2.626 -2.034 4.427
C -3.380 -2.949 3.757
C -3.244 -2.676 2.213
C -2.438 -1.576 2.135
H -1.368 -0.616 3.501
H -2.486 -1.978 5.519
H -4.075 -3.665 4.140
H -3.814 -3.177 1.377
H -2.144 -1.030 1.258
N 5.001 -2.310 4.623
C 5.036 -1.950 3.310
C 3.815 -2.185 2.841
C 2.902 -2.635 3.894
C 3.623 -2.680 5.075
H 5.716 -2.428 5.252
H 5.912 -1.723 2.741
H 3.537 -2.115 1.810
H 1.843 -2.853 3.837
H 3.153 -2.909 6.085
N -0.745 0.950 4.904
C -1.293 0.770 6.110
C -0.468 -0.048 6.789
C 0.701 -0.335 5.853
C 0.448 0.244 4.702
H -1.121 1.618 4.189
H -2.179 1.398 6.535
H -0.439 -0.442 7.947
H 1.673 -0.937 6.015
H 1.200 0.411 3.823
N -0.575 1.329 -5.873
C -1.994 1.696 -5.762
C -2.632 0.740 -5.072
C -1.569 -0.361 -4.770
C -0.379 0.178 -5.182
H 0.042 1.975 -6.192
H -2.366 2.612 -6.240
H -3.723 0.605 -5.056
H -1.770 -1.191 -4.085
H 0.569 -0.092 -5.167
N -0.925 2.656 -2.971
C -1.988 3.130 -2.194
C -1.508 4.085 -1.320
C -0.082 4.180 -1.805
C 0.206 3.361 -2.839
H -1.060 1.924 -3.791
H -2.946 2.591 -2.401
H -1.953 4.641 -0.512
H 0.676 4.895 -1.379
H 1.166 3.307 -3.421
N 3.407 0.285 -5.479
C 3.692 1.638 -5.848
C 3.457 2.368 -4.648
C 3.100 1.316 -3.602
C 3.033 0.136 -4.120
H 3.513 -0.500 -6.184
H 4.015 2.019 -6.861
H 3.627 3.410 -4.287
H 2.853 1.467 -2.352
H 2.707 -0.717 -3.568
N -5.191 -0.913 -3.056
C -4.630 0.184 -2.334
C -3.518 -0.197 -1.781
C -3.334 -1.711 -2.106
C -4.338 -1.984 -2.909
H -5.922 -0.795 -3.713
H -5.182 1.151 -2.418
H -2.869 0.235 -0.982
H -2.584 -2.258 -1.810
H -4.607 -3.041 -3.304
N 0.045 -6.978 1.189
C 0.698 -6.685 0.061
C 0.729 -5.335 0.005
C 0.040 -4.756 1.286
C -0.455 -5.921 1.955
H -0.177 -7.871 1.497
H 0.877 -7.430 -0.738
H 1.073 -4.620 -0.573
H 0.001 -3.781 1.501
H -0.867 -6.190 2.887
N -3.151 2.555 3.590
C -2.635 2.306 2.383
C -1.708 3.275 2.181
C -1.623 4.147 3.502
C -2.635 3.737 4.264
H -3.853 2.211 4.224
H -3.099 1.560 1.735
H -0.986 3.316 1.286
H -1.015 4.992 3.957
H -2.992 4.149 5.080
N 3.173 6.285 1.554
C 1.998 6.963 1.049
C 1.005 6.102 1.317
C 1.455 4.882 1.989
C 2.785 4.995 2.010
H 4.242 6.512 1.470
H 2.090 8.093 0.820
H -0.056 6.309 1.151
H 1.062 3.811 2.215
H 3.603 4.390 2.386

Here are the Löwdin charges for atoms 1 to 5, given in e: -0.0321 -0.1493 -0.0653 -0.0379 -0.1967